1.
Density functional theory data (wB97M-V/def2-TZVPD) for a structure of composition C19H40ClN3OSSi2.

Summary:
Kohn-Sham gap (spin up / spin down), Eh: 0.207 / 0.204
HOMO (spin up / spin down), eV: -3.71 / -3.71
Total charge: -1
2S+1: 2

CARTESIAN COORDINATES (ANGSTROEM)
C -4.82 4.10 -2.48
C -3.48 3.38 -2.25
C -2.31 4.26 -1.88
Cl -2.23 5.69 -3.00
C -0.93 3.55 -1.85
N -0.32 3.56 -3.22
C -0.64 2.75 -4.09
S -0.99 1.70 -5.20
C -0.99 2.10 -1.36
C -1.04 1.91 0.18
C -2.26 1.03 0.53
C 0.20 1.16 0.65
N -1.20 3.19 0.89
O -2.40 3.60 1.02
C -0.21 4.25 0.55
C -0.75 5.59 1.07
C 1.12 3.99 1.28
C 0.03 4.35 -0.97
H -5.55 3.74 -1.76
H -4.75 5.17 -2.34
H -5.20 3.87 -3.46
H -3.61 2.71 -1.41
H -3.25 2.74 -3.10
H -2.52 4.72 -0.93
H -0.07 1.65 -1.71
H -1.79 1.53 -1.81
H -2.52 1.11 1.58
H -3.12 1.24 -0.10
H -1.98 0.00 0.35
H 0.28 1.24 1.73
H 1.09 1.61 0.21
H 0.16 0.11 0.39
H 0.07 6.30 0.99
H -1.03 5.53 2.11
H -1.56 5.97 0.46
H 0.96 3.51 2.23
H 1.77 3.35 0.70
H 1.66 4.92 1.42
H -0.04 5.39 -1.24
H 1.03 4.02 -1.23
C 1.60 -7.61 2.69
Si 1.94 -6.32 1.34
C 0.80 -6.77 -0.11
C 3.71 -6.64 0.76
N 1.68 -4.79 1.97
Si 1.85 -3.34 1.17
C 0.69 -3.11 -0.32
C 3.61 -2.98 0.54
C 1.43 -1.91 2.35
H 1.75 -8.63 2.32
H 2.26 -7.45 3.54
H 0.57 -7.53 3.04
H 0.84 -7.85 -0.33
H 1.08 -6.24 -1.02
H -0.24 -6.52 0.14
H 4.43 -6.31 1.51
H 3.93 -6.11 -0.17
H 3.88 -7.71 0.57
H 0.99 -3.73 -1.17
H 0.68 -2.07 -0.67
H -0.33 -3.38 -0.04
H 4.34 -3.17 1.34
H 3.72 -1.93 0.23
H 3.87 -3.60 -0.32
H 2.10 -1.92 3.21
H 0.40 -2.00 2.70
H 1.54 -0.95 1.84



2.
Density functional theory data (wB97M-V/def2-TZVPD) for a structure of composition C19H40ErNOP3.

Summary:
Kohn-Sham gap (spin up / spin down), Eh: 0.201 / 0.206
HOMO (spin up / spin down), eV: -16.08 / -16.08
Total charge: +3
2S+1: 4

CARTESIAN COORDINATES (ANGSTROEM)
Er -0.04 0.22 0.56
P 0.57 -2.38 -0.04
P 2.58 -0.14 1.74
P -2.83 0.45 0.65
H 1.99 2.32 -0.08
C 0.91 2.50 -0.03
C 0.23 2.73 1.13
H 0.70 2.74 2.13
C 1.55 -2.02 -1.58
C 1.51 -3.77 0.72
C -0.88 -3.32 -0.66
C 3.10 1.30 2.76
C 2.87 -1.46 2.99
C 4.08 -0.33 0.71
C -3.63 1.95 1.31
C -3.97 -0.81 1.31
C -3.35 0.50 -1.11
H 0.44 2.66 -1.00
H -0.83 3.05 1.14
H 1.10 -2.61 -2.39
H 2.56 -2.38 -1.38
H 1.63 -0.95 -1.86
H 1.34 -4.69 0.14
H 1.13 -3.91 1.73
H 2.59 -3.56 0.76
H -0.54 -4.29 -1.05
H -1.40 -2.75 -1.45
H -1.57 -3.47 0.18
H 4.18 1.23 2.96
H 2.55 1.31 3.72
H 2.89 2.24 2.23
H 3.93 -1.44 3.29
H 2.63 -2.44 2.58
H 2.24 -1.29 3.87
H 4.98 -0.24 1.35
H 4.10 0.46 -0.05
H 4.09 -1.31 0.20
H -4.48 2.24 0.69
H -2.91 2.78 1.36
H -3.99 1.76 2.34
H -4.90 -0.83 0.73
H -4.21 -0.59 2.36
H -3.49 -1.80 1.25
H -4.38 0.84 -1.19
H -3.25 -0.48 -1.57
H -2.67 1.17 -1.65
C -0.56 1.20 -3.64
C 0.28 0.59 -4.57
C 0.17 0.95 -5.93
C -0.74 1.94 -6.34
C -1.57 2.54 -5.39
C -1.45 2.20 -4.03
O -0.54 0.84 -2.28
H -0.01 0.02 -2.12
H 1.01 -0.17 -4.27
H 0.80 0.48 -6.69
H -0.81 2.19 -7.40
H -2.29 3.29 -5.72
H -2.07 2.71 -3.29
C -0.23 -0.02 5.45
C -0.18 0.03 4.02
N -0.21 0.06 2.84
H 0.61 -0.58 5.88
H -1.16 -0.50 5.79
H -0.20 1.00 5.88



Number 1: DFT total energy -2424.89713 a.u.. Number 2: DFT total energy -2916.10103 a.u..